Entry 1:
A 14-piece molecular cluster, C56H108N4O46P8 overall at a distorted geometry. Source: OMol25; level of theory: ωB97M-V with the def2-TZVPD basis set.

```
! wB97M-V def2-TZVPD RIJCOSX def2/J DEFGRID3
* xyz 0 1
C -4.98422 -4.97350 1.32917
C -4.52917 -6.38602 1.69059
O -5.54722 -7.21230 1.16587
C -5.37424 -8.59025 1.26185
O -4.41971 -9.06855 1.82796
O -6.45649 -9.21515 0.82890
C -6.63555 -10.56661 1.06407
H -5.83116 -4.59903 1.90412
H -5.16059 -4.90508 0.25571
H -4.15408 -4.30511 1.55770
H -4.52266 -6.49717 2.77489
H -3.54385 -6.43848 1.22746
H -5.96192 -11.12924 0.41772
H -7.62714 -10.87336 0.73126
H -6.48325 -10.79698 2.11850
C 5.91998 3.68882 1.14235
C 6.96655 3.16530 2.14903
O 6.60749 1.89616 2.54242
C 7.52049 1.08732 3.16626
O 8.65262 1.41775 3.50661
O 6.93335 -0.15084 3.32706
C 7.65429 -1.19103 3.99635
H 5.73387 2.96355 0.35024
H 6.21390 4.60474 0.62973
H 4.97568 3.93147 1.62972
H 7.11022 3.83303 2.99850
H 7.93256 3.08236 1.65098
H 7.94631 -0.89981 5.00532
H 8.55723 -1.49602 3.46740
H 6.88598 -1.95940 4.08239
C 2.88713 3.36453 5.54838
C 3.02790 3.32963 6.93081
C 3.08072 2.14065 7.61727
C 3.08069 0.96966 6.87804
C 2.94510 1.00722 5.48875
C 2.74544 2.21159 4.84989
N 3.24633 -0.37057 7.53815
O 3.45041 -0.36759 8.69588
O 3.11713 -1.39333 6.81047
H 2.79271 4.29527 5.00874
H 3.05131 4.25464 7.48777
H 3.13376 2.04441 8.69167
H 2.96927 0.06697 4.95795
H 2.61103 2.14505 3.78036
C -1.74303 8.04070 5.38882
C -1.84962 8.51930 6.69837
C -1.93870 7.58849 7.72477
C -1.87974 6.19712 7.46967
C -1.83843 5.71201 6.12063
C -1.71816 6.68695 5.13051
N -1.82462 5.26529 8.56735
O -1.47409 5.72660 9.64405
O -1.92020 4.09598 8.32185
H -1.66438 8.70715 4.54262
H -1.83769 9.56677 6.96119
H -1.97811 7.87140 8.76632
H -1.76877 4.67065 5.84292
H -1.60003 6.40737 4.09404
C 2.35070 -0.93471 0.18685
C 2.53360 0.20526 -0.67520
C 1.50824 1.17589 -0.72921
C 0.33695 1.02216 -0.04142
C 0.13298 -0.06382 0.81457
C 1.15111 -1.01075 0.97673
N -0.61458 2.11745 0.06538
O -1.54666 1.98967 0.89540
O -0.41158 3.11591 -0.61667
H 3.07854 -1.73189 0.15254
H 3.32855 0.26612 -1.40373
H 1.65171 2.02470 -1.38138
H -0.77481 -0.19350 1.38508
H 0.86929 -1.82845 1.62353
C -1.45896 -6.10366 -2.86593
C -2.09568 -6.14031 -4.09670
C -2.33896 -4.94196 -4.80437
C -1.95888 -3.72842 -4.23140
C -1.14173 -3.75922 -3.12731
C -0.98274 -4.87812 -2.39059
N -2.09861 -2.41337 -4.94117
O -1.71948 -1.41290 -4.35726
O -2.71652 -2.36343 -6.00000
H -1.34826 -6.97135 -2.23247
H -2.42394 -7.10494 -4.45464
H -2.80953 -4.97503 -5.77590
H -0.63982 -2.91441 -2.67922
H -0.35577 -4.83557 -1.51224
C -3.22105 -1.22700 6.18670
O -3.33837 -2.47926 6.82944
P -2.09653 -3.54661 6.87360
O -1.51955 -3.81817 5.47834
O -1.07636 -2.89122 7.97159
C -1.26504 -3.00759 9.37044
O -2.74372 -4.83146 7.57894
C -1.96027 -6.01666 7.77374
H -2.18406 -0.91325 6.06699
H -3.49324 -0.40111 6.84390
H -3.68778 -1.15616 5.20423
H -2.29655 -3.25529 9.62094
H -1.19050 -2.01110 9.80580
H -0.45463 -3.55183 9.85536
H -0.88387 -5.88233 7.88060
H -2.17287 -6.72625 6.97412
H -2.34432 -6.51925 8.66144
C -6.90466 0.58024 0.35082
O -8.16506 0.79104 1.01079
P -8.11924 1.08952 2.56749
O -6.99961 1.87723 3.11510
O -9.54794 1.76416 2.85427
C -9.77389 3.10566 2.48814
O -8.39495 -0.36120 3.26332
C -8.77676 -0.40200 4.63058
H -6.02913 0.54202 0.99898
H -6.79226 1.42486 -0.32894
H -6.91699 -0.38648 -0.15256
H -8.90537 3.76397 2.50800
H -10.53158 3.59397 3.10096
H -10.10256 3.22365 1.45558
H -9.85551 -0.25544 4.57653
H -8.29582 0.30059 5.31114
H -8.59864 -1.36475 5.10961
C -2.72457 13.01425 -5.01858
O -2.61369 11.59055 -4.82715
P -1.59196 10.72328 -5.78891
O -0.56379 11.53137 -6.53030
O -0.94488 9.56480 -4.91896
C -1.83223 8.74039 -4.14018
O -2.67090 9.96514 -6.71922
C -2.11174 9.14698 -7.70599
H -2.02538 13.48698 -4.32882
H -3.70500 13.37445 -4.70692
H -2.50807 13.29651 -6.04890
H -2.77742 9.27897 -4.07198
H -1.43189 8.64665 -3.13070
H -1.93831 7.73415 -4.54555
H -1.33838 9.67673 -8.26223
H -2.83362 9.00186 -8.50969
H -1.68732 8.19366 -7.39112
C 0.66194 -10.23305 3.32477
O 1.12905 -9.06399 2.72711
P 2.51353 -8.98520 1.94410
O 3.62266 -9.82570 2.46854
O 2.93453 -7.47735 1.87048
C 2.88225 -6.73161 3.13906
O 2.12235 -9.36791 0.45417
C 2.91009 -9.13099 -0.68811
H -0.25273 -10.53240 2.81305
H 0.38631 -10.25340 4.37914
H 1.37781 -11.02520 3.10537
H 3.60276 -7.11185 3.86319
H 1.89517 -6.78140 3.59872
H 3.04954 -5.67965 2.90776
H 3.26122 -10.05618 -1.14511
H 3.73162 -8.44550 -0.48004
H 2.24446 -8.59030 -1.36095
C 8.52172 -4.78340 -0.14433
O 8.01218 -3.47278 -0.34197
P 9.10284 -2.49878 -1.03236
O 9.74008 -2.93732 -2.30504
O 10.09431 -2.14103 0.16531
C 11.47589 -1.86117 -0.15487
O 8.23748 -1.13722 -1.19511
C 8.81985 0.00190 -1.81020
H 8.22123 -5.13013 0.84439
H 9.60993 -4.81521 -0.09046
H 8.11444 -5.47715 -0.87981
H 11.92785 -1.24963 0.62606
H 11.58414 -1.26924 -1.06372
H 12.09276 -2.75259 -0.26857
H 8.78305 0.84432 -1.11950
H 8.22078 0.21411 -2.69574
H 9.86127 -0.15616 -2.09048
C 2.07082 -6.83723 -7.48064
O 3.12570 -5.93292 -7.84942
P 3.09031 -4.27469 -7.73015
O 4.13872 -3.53088 -8.45034
O 1.59008 -3.81855 -8.22985
C 1.38974 -3.71664 -9.62480
O 2.98031 -4.09299 -6.10603
C 4.07891 -4.37166 -5.25886
H 1.11827 -6.30960 -7.52909
H 2.27669 -7.11325 -6.44645
H 2.02150 -7.60703 -8.25075
H 0.80377 -2.81307 -9.79301
H 0.79363 -4.57780 -9.92674
H 2.33843 -3.66202 -10.15874
H 5.05212 -4.57576 -5.70529
H 3.73987 -5.28077 -4.76220
H 4.18697 -3.64104 -4.45722
C -6.20467 5.49731 -1.33218
O -6.64679 5.92866 -2.58067
P -7.44611 4.98692 -3.57341
O -8.12428 5.68382 -4.73527
O -6.46714 3.75871 -3.93642
C -5.31885 4.07197 -4.76732
O -8.55913 4.30126 -2.58359
C -9.40138 3.21366 -3.04996
H -6.64832 6.11590 -0.55203
H -5.14296 5.69720 -1.18757
H -6.34340 4.41764 -1.27590
H -5.21335 3.41601 -5.63143
H -4.37680 4.07149 -4.21901
H -5.40466 4.97897 -5.36573
H -10.41215 3.61921 -3.00553
H -9.32024 2.30289 -2.45665
H -9.23096 2.94538 -4.09259
C 2.19170 2.60278 -6.23429
O 2.82765 3.67802 -5.62491
P 4.03582 4.50832 -6.25749
O 5.07967 3.66400 -6.88899
O 3.30498 5.50627 -7.30605
C 4.01227 6.63096 -7.84061
O 4.45858 5.45723 -4.99259
C 3.54020 6.36150 -4.43402
H 2.09598 1.72376 -5.59690
H 2.71558 2.23802 -7.11781
H 1.17555 2.88387 -6.51093
H 4.75970 6.98271 -7.12947
H 3.36269 7.50106 -7.93590
H 4.56339 6.48436 -8.76952
H 3.79682 7.38888 -4.69233
H 3.43314 6.42394 -3.35109
H 2.56828 6.22634 -4.90858
*
```

***

Entry 2:
C38H53Cl3GeN5O2SSr as an isolated structure. Source: OMol25; level of theory: ωB97M-V with the def2-TZVPD basis set.

Output
energy above the lowest of the compared OMol25 structures with the same formula, charge and spin: 0.0 kcal/mol

```
! wB97M-V def2-TZVPD RIJCOSX def2/J DEFGRID3
* xyz 0 2
Sr -1.90268 -1.60378 -1.56103
C -0.24398 4.35752 2.05139
C -1.55908 4.49707 1.28550
C -2.72096 4.27595 2.26921
C -1.63830 5.92045 0.71227
C -1.68311 3.48542 0.15369
C -0.70174 2.57688 -0.11474
C -0.83900 1.63949 -1.16187
N 0.22131 0.79160 -1.39594
C 1.07690 0.47758 -0.28397
C 2.32882 1.05630 -0.18941
C 3.14270 0.76285 0.89046
C 2.60543 -0.12115 1.83311
C 1.35341 -0.71975 1.77169
C 0.50696 -0.41830 0.66490
O -0.66796 -0.90900 0.45746
C 0.98156 -1.66676 2.92762
C 2.04748 -2.76842 3.04711
C -0.36985 -2.36780 2.75984
C 0.92784 -0.86641 4.23774
C 4.53258 1.35767 1.08834
C 4.93769 2.25112 -0.08428
C 4.55143 2.20419 2.36954
C 5.56900 0.23274 1.21388
C -2.10220 1.56881 -1.90218
O -2.32411 0.59395 -2.66828
C -3.09720 2.60033 -1.65569
C -2.86482 3.49290 -0.65729
C -4.38193 2.62522 -2.48344
C -5.22775 3.85699 -2.15448
C -4.04715 2.67764 -3.98370
C -5.23410 1.38015 -2.17907
H -0.21882 5.08944 2.86010
H 0.61808 4.53934 1.40671
H -0.14293 3.36513 2.49589
H -2.64969 4.98933 3.09290
H -2.68489 3.26577 2.68090
H -3.68854 4.41352 1.78634
H -1.56857 6.64843 1.52296
H -2.57701 6.09402 0.18441
H -0.81801 6.10145 0.01532
H 0.20680 2.56548 0.46523
H 2.62722 1.74201 -0.97449
H 3.22413 -0.36015 2.69135
H 2.10923 -3.34221 2.11880
H 1.78274 -3.45226 3.85766
H 3.03878 -2.36671 3.25829
H -0.39231 -2.95933 1.84738
H -1.19089 -1.65524 2.70814
H -0.53004 -3.03374 3.61269
H 1.88398 -0.39099 4.46410
H 0.67164 -1.52656 5.07005
H 0.16943 -0.08354 4.17295
H 4.25747 3.09755 -0.19712
H 4.95614 1.69245 -1.02348
H 5.93957 2.64848 0.08821
H 3.82809 3.01918 2.29747
H 5.54337 2.63431 2.52945
H 4.29651 1.60605 3.24564
H 5.58862 -0.37377 0.30535
H 5.34376 -0.42800 2.05212
H 6.56601 0.65043 1.37270
H -3.61415 4.24386 -0.45265
H -4.67989 4.78440 -2.33559
H -5.57777 3.84931 -1.11966
H -6.10929 3.85837 -2.79676
H -3.46376 3.57217 -4.21487
H -4.97343 2.71834 -4.56025
H -3.48557 1.80177 -4.29836
H -5.46076 1.32408 -1.11165
H -4.73310 0.46491 -2.48333
H -6.18025 1.44187 -2.72142
C 4.46149 -2.86869 -3.00686
C 4.09625 -1.68038 -2.12692
N 2.89722 -0.99129 -2.58519
C 1.66249 -1.40941 -2.24649
S 0.36499 -0.24347 -2.79967
N 1.50699 -2.57791 -1.73912
N 0.26224 -2.99017 -1.31116
C 0.22710 -4.13705 -0.73435
C 1.42374 -5.03244 -0.58492
C -1.05268 -4.57658 -0.06289
C -1.13599 -5.84569 0.49498
C -2.25179 -6.19166 1.23947
C -3.25712 -5.25741 1.40870
C -3.11224 -4.02667 0.79137
N -2.04436 -3.68476 0.07926
H 5.35050 -3.36431 -2.61605
H 4.66532 -2.54259 -4.02688
H 3.64074 -3.58512 -3.02696
H 4.90297 -0.94652 -2.12475
H 3.92680 -2.00421 -1.09817
H 2.97307 -0.04963 -2.92536
H 2.28912 -4.57676 -1.04976
H 1.23781 -5.99980 -1.05569
H 1.63066 -5.21061 0.47241
H -0.33831 -6.56010 0.35579
H -2.32763 -7.17605 1.68172
H -4.14484 -5.46949 1.98721
H -3.89712 -3.28318 0.86702
Cl -4.34637 -5.02839 -4.52917
Ge -4.21243 -2.80681 -4.48803
Cl -1.86599 -2.75048 -4.27211
Cl -4.62174 -2.62275 -2.13934
*
```

***

Entry 3:
C52H41N5OPSTi as an isolated structure at a distorted geometry. Source: OMol25; level of theory: ωB97M-V with the def2-TZVPD basis set.

Output
energy above the lowest of the compared OMol25 structures with the same formula, charge and spin: 0.0 kcal/mol

```
! wB97M-V def2-TZVPD RIJCOSX def2/J DEFGRID3
* xyz 0 2
Ti 0.03564 -0.04584 0.03763
C -5.21317 2.22677 5.33204
C -5.10301 0.88556 4.99123
C -4.17140 0.48590 4.04659
C -3.34095 1.41987 3.42742
C -3.46102 2.76113 3.77122
C -4.39024 3.16082 4.72164
C -2.37043 0.94455 2.40037
C -2.72656 1.08966 1.05756
C -3.96738 1.66732 0.63784
C -3.99324 1.58868 -0.71508
C -2.75866 0.98197 -1.11356
C -2.37296 0.86536 -2.45040
C -3.37657 1.20900 -3.49666
C -4.40852 0.30390 -3.74382
C -5.36928 0.57197 -4.70553
C -5.31283 1.75410 -5.43115
C -4.28814 2.65700 -5.19399
C -3.32317 2.38631 -4.23340
C -1.16317 0.30983 -2.84378
N -0.28580 -0.31829 -2.00341
C 0.58347 -0.99707 -2.81939
C 1.42318 -2.03706 -2.42511
C 2.02873 -2.89030 -3.48678
C 3.40535 -3.04119 -3.62764
C 3.92748 -3.89216 -4.59095
C 3.08341 -4.60523 -5.42792
C 1.70896 -4.45664 -5.30216
C 1.18781 -3.60722 -4.33971
C 1.57182 -2.46531 -1.09685
C 2.34502 -3.60295 -0.70321
C 2.24238 -3.70253 0.64718
C 1.39835 -2.63273 1.07595
N 0.98459 -1.89046 0.00277
C 1.09852 -2.36426 2.41546
C 0.29069 -1.31422 2.82567
C -0.05112 -1.06109 4.20158
C -1.00923 -0.11205 4.19846
C -1.27761 0.19997 2.81914
N -0.42371 -0.48530 1.99691
C 1.59132 -3.32313 3.44124
C 1.03569 -4.59934 3.50676
C 1.45277 -5.50024 4.47454
C 2.43762 -5.13899 5.38318
C 2.99869 -3.87199 5.31991
C 2.57721 -2.96751 4.35652
C 0.34392 -0.64330 -4.19604
C -0.75220 0.14851 -4.21166
N -1.99449 0.65945 -0.01808
H -5.93779 2.54180 6.07173
H -5.74305 0.14946 5.46083
H -4.07942 -0.55814 3.77276
H -2.81744 3.49139 3.29522
H -4.47542 4.20626 4.98990
H -4.72120 2.06971 1.29406
H -4.76325 1.92755 -1.38818
H -4.44618 -0.61652 -3.17374
H -6.16075 -0.14327 -4.88966
H -6.06281 1.96817 -6.18154
H -4.24076 3.57860 -5.76020
H -2.52318 3.09426 -4.04958
H 4.07151 -2.48476 -2.97904
H 5.00064 -3.99874 -4.68752
H 3.49154 -5.27284 -6.17556
H 1.04138 -5.00681 -5.95294
H 0.11562 -3.50313 -4.23064
H 2.89499 -4.24945 -1.36497
H 2.70304 -4.43397 1.29001
H 0.38572 -1.56436 5.04729
H -1.51783 0.32804 5.03998
H 0.26399 -4.87700 2.79908
H 1.00385 -6.48431 4.52079
H 2.76446 -5.84216 6.13826
H 3.76824 -3.58948 6.02719
H 3.01044 -1.97543 4.30550
H 0.92454 -0.98359 -5.03703
H -1.25764 0.57443 -5.06311
O 1.69771 0.62743 -0.40307
N 2.93659 1.00455 -0.11330
C 3.76450 1.10730 -1.17551
C 5.04988 1.53426 -1.03982
C 5.50807 1.87600 0.24300
C 4.66570 1.76686 1.31185
C 3.32546 1.31570 1.18125
S 2.27062 1.14748 2.46403
H 3.31891 0.84270 -2.12373
H 5.68703 1.61229 -1.90742
H 6.52262 2.22660 0.37897
H 4.98931 2.01894 2.31031
C 1.01810 4.32110 0.61385
P 0.04242 3.05546 -0.31422
C 0.78876 3.35809 -1.98242
C -1.50177 4.05105 -0.51094
H 0.92660 5.30272 0.14370
H 2.06813 4.03389 0.64796
H 0.65439 4.37180 1.64018
H 0.63563 4.39333 -2.29366
H 0.34502 2.68576 -2.71885
H 1.86028 3.15739 -1.93296
H -1.26351 5.07411 -0.80769
H -2.04370 4.06634 0.43604
H -2.14506 3.58732 -1.25825
*
```

***

Entry 4:
A 2-piece molecular cluster, CH3OS2 overall at a distorted geometry. Source: OMol25; level of theory: ωB97M-V with the def2-TZVPD basis set.

Output
energy above the lowest of the compared OMol25 structures with the same formula, charge and spin: 42.0 kcal/mol

```
! wB97M-V def2-TZVPD RIJCOSX def2/J DEFGRID3
* xyz -1 1
C 1.97408 -0.00619 -0.80254
O -2.31136 1.33334 1.56568
S -2.62503 -1.23142 0.35855
S -2.20597 -0.07724 1.85006
H 1.35169 -0.91994 -0.94591
H 1.39643 0.74684 -0.28526
H 2.42017 0.15462 -1.74059
*
```

***

no.,total energy (Eh)
1,-8609.68709
2,-5790.70076
3,-3944.29864
4,-911.46452